Here is a 13-piece molecular cluster, C44H116N11O6 overall from the Open Molecules 2025 dataset. Energies are from wB97M-V/def2-TZVPD.

Each line ends with the Löwdin charge.
Positions of all 177 atoms, in Å:
H  5.38  4.88  6.30  0.07
H  5.18  -0.76  -4.05  0.12
H  -0.18  0.59  -1.46  0.06
H  1.54  3.79  -6.59  0.06
C  6.00  1.64  5.48  -0.11
H  6.07  1.91  3.45  0.12
H  -5.36  -0.96  -3.87  0.07
C  0.69  3.26  -2.54  -0.23
H  2.36  -2.79  2.01  0.05
O  -5.50  -6.58  -0.23  0.02
H  -2.67  2.44  -7.20  0.06
C  1.56  2.10  -4.51  -0.22
H  -0.06  -4.58  1.92  0.14
H  -5.14  -1.39  -6.14  0.11
O  -0.03  -2.20  -0.19  -0.37
H  -5.07  2.62  3.94  0.12
N  1.10  -2.73  4.46  -0.22
H  5.17  -0.30  -0.27  0.11
H  -1.45  -4.13  -2.27  0.13
H  -4.66  1.20  5.65  0.06
C  1.54  -1.58  3.74  -0.26
H  -4.99  2.23  1.45  0.06
H  3.61  1.41  -0.53  0.09
H  -2.55  -3.16  -1.79  0.06
N  4.64  -1.49  -2.00  -0.21
N  -3.96  0.43  -6.14  -0.20
H  3.85  5.66  6.36  0.08
H  -3.15  2.40  -8.89  0.08
H  0.34  -3.35  3.03  0.05
H  5.18  -3.64  -0.07  0.06
H  5.71  2.10  6.43  0.09
N  -1.62  -3.14  -2.19  0.30
C  -4.12  -4.52  -0.26  -0.30
H  -5.68  -6.31  2.42  0.11
H  -3.81  3.69  3.82  0.11
C  5.88  -2.23  -1.78  -0.21
H  -3.00  0.02  -8.07  0.11
H  0.24  -1.66  6.22  0.11
H  5.56  0.65  5.37  0.07
H  1.64  2.54  3.66  0.04
H  -2.25  2.48  1.48  0.09
C  -6.38  1.23  -5.78  -0.07
H  3.22  1.25  4.61  0.10
H  5.15  -2.89  -4.64  0.07
C  5.90  -2.86  -0.31  -0.05
H  -3.89  3.61  1.40  0.06
H  5.82  -2.17  0.53  0.06
H  -0.23  3.65  -6.82  0.07
C  -3.48  2.15  -7.88  -0.09
H  -1.62  -3.21  6.61  0.07
C  2.71  -4.59  4.66  -0.08
H  1.02  2.31  -2.12  0.09
H  1.43  -2.66  -1.09  0.04
H  -1.61  4.09  3.23  0.06
H  -1.59  0.12  -4.38  0.13
H  1.43  4.03  -2.30  0.10
H  -2.52  1.93  5.19  0.10
H  1.78  1.59  2.29  0.04
C  4.46  5.01  5.73  -0.09
H  -0.71  -1.65  4.80  0.09
C  -2.85  1.14  4.52  -0.23
C  -4.70  3.14  1.96  -0.07
H  -1.13  1.66  -4.21  0.09
H  -4.75  -0.15  0.93  0.14
H  3.59  -2.27  -5.21  0.08
H  -0.06  -4.02  6.68  0.06
H  -0.50  4.79  -4.56  0.11
H  -1.04  4.72  -2.39  0.07
O  -2.17  0.14  -1.31  -0.40
C  -3.45  -3.54  0.57  -0.05
H  5.68  0.38  -1.72  0.13
N  -0.26  -3.66  2.28  0.32
C  5.77  2.48  4.33  -0.30
C  0.48  4.35  -4.77  -0.25
C  -1.98  2.11  2.46  -0.20
H  -1.22  -4.09  5.20  0.07
C  -4.16  2.77  3.36  -0.27
H  2.05  -0.91  4.43  0.11
H  7.04  1.31  5.51  0.08
N  2.21  -3.10  -1.56  0.31
H  2.61  3.10  2.16  0.08
H  -3.20  0.04  0.20  0.05
C  2.36  2.31  2.87  -0.07
H  1.30  4.99  -4.42  0.12
H  -4.36  2.75  -7.69  0.07
H  3.82  2.12  -4.54  0.06
C  4.85  -0.19  -1.31  -0.25
H  2.64  -1.11  1.98  0.06
H  0.53  5.21  -6.65  0.08
H  1.83  -5.15  4.35  0.08
C  -4.46  -1.38  -4.30  -0.08
N  -1.89  1.02  -4.04  0.33
N  0.57  3.12  -4.03  -0.22
C  -1.07  3.15  3.25  -0.05
H  3.71  -3.27  -3.82  0.05
C  -0.76  -3.53  6.01  -0.04
H  -1.09  -1.07  1.01  0.08
C  2.96  2.79  -4.47  -0.08
H  -2.94  -2.74  0.04  0.07
H  6.00  -2.98  -2.56  0.10
C  3.73  3.77  5.28  -0.22
H  3.58  -2.27  3.06  0.07
H  -1.44  1.21  2.16  0.09
H  -1.99  0.48  4.39  0.10
H  -4.54  -0.36  4.79  0.07
H  2.79  4.04  4.81  0.10
C  2.61  -1.96  2.67  -0.08
H  3.19  3.36  -3.57  0.07
H  -3.56  0.54  1.76  0.05
H  -0.26  4.41  -1.03  0.07
H  3.09  -2.62  5.27  0.12
C  -0.02  -2.28  5.36  -0.20
H  -3.46  -1.03  1.43  0.06
C  -3.54  -3.59  1.94  -0.33
H  -3.45  -1.63  -6.22  0.11
H  -6.90  2.17  -5.58  0.08
C  -0.60  3.85  -1.90  -0.07
C  2.24  -3.29  5.19  -0.26
O  -3.86  -4.56  -1.48  -0.05
H  3.20  0.85  -2.19  0.03
H  1.59  1.22  -3.86  0.08
H  -1.25  -3.58  2.48  0.08
H  3.45  -0.62  -3.54  0.09
H  6.88  -3.33  -0.17  0.07
H  4.12  1.07  3.26  0.10
H  3.48  3.10  6.10  0.11
H  -3.51  -0.11  6.16  0.07
H  3.04  3.60  -5.19  0.06
H  3.04  -2.53  -1.58  0.07
H  2.30  -3.91  -0.97  0.14
C  -3.98  0.41  5.33  -0.05
H  -2.03  0.93  -3.05  0.05
H  -4.73  0.45  -8.13  0.10
C  -3.78  0.66  -7.64  -0.19
C  3.57  1.86  3.77  -0.27
N  4.40  2.95  4.22  -0.18
H  -5.60  3.75  2.01  0.08
C  4.38  -1.17  -3.43  -0.22
O  -2.96  -2.57  2.55  -0.17
H  -0.25  3.44  2.60  0.06
H  3.27  -4.43  3.74  0.05
C  3.55  0.55  -1.20  -0.08
H  6.34  3.39  4.46  0.11
N  -3.23  1.69  3.20  -0.21
H  0.86  -0.96  3.15  0.11
O  -4.36  -4.92  3.94  -0.12
H  0.43  -0.40  0.73  0.07
C  4.21  -2.44  -4.33  -0.09
H  2.71  -0.01  -0.79  0.07
C  -4.36  -4.71  2.64  -0.39
H  -0.99  1.18  -0.13  0.07
H  -0.98  2.96  4.32  0.07
H  -1.03  -2.78  -1.46  0.03
H  1.77  -3.42  -2.41  0.13
H  -6.86  0.61  -5.03  0.07
C  -4.96  -5.71  0.44  -0.35
H  -4.67  2.37  -5.69  0.09
C  0.56  4.18  -6.29  -0.07
C  -0.87  0.26  -0.70  -0.35
H  -4.72  1.25  -4.36  0.10
C  -4.91  1.34  -5.43  -0.28
H  4.92  5.58  4.92  0.08
H  -6.44  0.82  -6.79  0.08
N  -3.74  -0.14  1.04  0.32
C  -5.04  -5.61  1.91  -0.03
H  -2.71  1.36  -4.53  0.08
H  -0.27  -3.11  1.44  0.06
C  -0.38  -0.89  0.19  -0.35
H  3.38  -5.15  5.31  0.09
H  1.33  1.74  -5.52  0.10
H  1.98  -3.55  6.22  0.11
H  -3.71  -1.04  -3.58  0.03
H  -1.27  3.02  -1.71  0.05
H  -4.51  -2.47  -4.35  0.08
H  -1.58  -2.63  -3.06  0.12
H  6.74  -1.58  -1.97  0.12
C  -4.20  -0.97  -5.79  -0.26

Properties
total energy: -76170.64414 eV
LUMO level: -3.14 eV
Kohn-Sham gap: 3.9 eV
HOMO: -7.09 eV
net charge: +1